Entry 1:
Below is a molecular structure, C33H56O33 in a non-equilibrium geometry, with properties calculated with wB97M-V/def2-TZVPD.

## Properties
Net charge: 0
Energy above the lowest of the compared OMol25 structures with the same formula, charge and spin in eV: 6.060
Gap between HOMO and LUMO in eV: 7.41

XYZ file:
```
122
Properties=species:S:1:pos:R:3:mulliken_charge:R:1
C -3.30719 3.62989 -2.34248 -0.005
C -3.49681 5.15506 -2.22374 -0.555
O -3.42795 5.33781 -0.81903 -0.435
C -2.70384 4.38404 -0.27811 0.376
O -2.41301 4.26186 0.86920 -0.520
O -2.56179 3.32472 -1.17285 0.142
H -2.90029 3.40171 -3.32298 -0.127
H -4.31449 3.21070 -2.26974 0.440
H -4.50916 5.43473 -2.51368 0.359
H -2.76265 5.76144 -2.75013 0.267
C -1.50032 -0.29946 -0.35506 0.353
C -0.99233 0.82196 0.54824 3.117
O 0.33215 0.99902 0.06959 0.013
C 0.71115 -0.03468 -0.69428 -0.024
O 1.79196 -0.10147 -1.20328 -0.290
O -0.30959 -0.86397 -0.90034 -0.082
H -2.14451 0.09874 -1.14041 0.143
H -2.04527 -1.09702 0.14501 -0.396
H -1.15120 0.62352 1.60068 -1.806
H -1.59846 1.71379 0.38076 -0.765
C -1.97574 0.26316 -6.15605 -0.400
C -2.42190 0.63382 -4.76109 0.052
O -1.41099 0.05439 -3.94524 -0.049
C -0.32099 -0.25927 -4.67657 0.465
O 0.65987 -0.78920 -4.25475 -0.455
O -0.63051 -0.17919 -5.98003 -0.419
H -1.81247 1.14298 -6.78543 0.287
H -2.55444 -0.46785 -6.71881 0.246
H -3.43744 0.32960 -4.50486 0.400
H -2.51500 1.72034 -4.67235 -0.152
C 4.16402 2.39076 1.22664 0.112
C 4.45714 2.49523 -0.27050 0.408
O 5.89331 2.44965 -0.36014 -0.424
C 6.42005 2.36538 0.87549 0.187
O 7.59345 2.31925 1.10912 -0.429
O 5.46947 2.44576 1.79707 -0.347
H 3.65018 1.49751 1.57441 -0.007
H 3.56754 3.25476 1.52278 0.444
H 4.26854 3.47594 -0.71069 0.087
H 4.01803 1.68613 -0.85237 -0.225
C -5.29978 1.35535 1.92429 0.186
C -6.49088 1.28027 0.99783 -0.592
O -6.05304 0.32741 0.01667 -0.382
C -5.11143 -0.47704 0.56839 0.614
O -4.75760 -1.47491 0.02943 -0.537
O -4.66581 0.10525 1.70636 -0.097
H -5.69344 1.48493 2.93175 0.113
H -4.65413 2.21260 1.73248 0.120
H -6.78600 2.19925 0.49394 0.319
H -7.41610 0.87413 1.41252 0.261
C 4.44429 -1.12921 -1.15449 0.395
O 5.82589 -1.07959 -0.79223 -0.403
C 6.12387 -0.47519 0.35965 0.820
O 5.30099 -0.05791 1.14340 -0.411
O 7.41856 -0.50592 0.52902 -0.420
C 7.97633 0.32081 1.55966 -0.956
H 3.94529 -0.16497 -1.18640 -0.177
H 3.99865 -1.90037 -0.52312 0.094
H 4.40949 -1.53085 -2.16842 0.156
H 9.04421 0.14947 1.51712 0.283
H 7.54719 0.14340 2.54637 0.298
H 7.66978 1.34473 1.32942 0.586
C -3.53451 -8.18963 0.23544 -0.753
O -3.21781 -6.96056 -0.35458 -0.328
C -2.22201 -6.25950 0.21945 0.724
O -1.66934 -6.51174 1.24294 -0.547
O -2.01208 -5.21782 -0.58640 -0.349
C -1.15245 -4.20002 -0.08368 0.109
H -2.66796 -8.81753 0.48026 0.320
H -3.96077 -8.84542 -0.52761 0.302
H -4.16342 -8.18911 1.12353 0.291
H -1.74823 -3.37103 0.30316 -0.176
H -0.57394 -3.77015 -0.89750 -0.133
H -0.51468 -4.62555 0.68823 0.513
C 1.76866 -3.47317 -2.47675 -0.419
O 2.58446 -4.58703 -2.12819 -0.277
C 3.67886 -4.83284 -2.82264 0.816
O 4.23971 -4.07767 -3.57838 -0.578
O 4.05091 -6.08184 -2.57419 -0.353
C 5.26122 -6.59894 -3.05810 -0.665
H 2.26316 -2.72556 -3.09315 0.420
H 1.64809 -2.99788 -1.49946 -0.206
H 0.79008 -3.71399 -2.88685 0.454
H 5.30417 -7.63999 -2.73638 0.237
H 6.15208 -6.11746 -2.65291 0.295
H 5.29063 -6.61472 -4.14907 0.297
C -5.55481 1.03576 7.16743 -0.687
O -4.19523 0.97340 6.70675 -0.373
C -3.99758 1.47801 5.47519 0.805
O -4.60169 2.40693 5.01708 -0.572
O -3.00458 0.80376 4.91532 -0.247
C -2.33465 1.59718 3.91612 0.013
H -5.48701 0.64080 8.17665 0.260
H -6.27981 0.47361 6.57983 0.285
H -5.87063 2.07871 7.17119 0.311
H -1.47034 0.98663 3.64891 0.048
H -1.98893 2.59199 4.18093 0.410
H -2.93293 1.63039 3.00729 -0.248
C 2.75457 -1.50333 2.54282 -0.445
O 1.62539 -2.34736 2.63160 -0.391
C 0.44530 -1.74506 2.73287 0.860
O 0.28252 -0.54636 2.72993 -0.575
O -0.49111 -2.66070 2.81684 -0.402
C -1.85922 -2.29854 2.96707 -0.466
H 3.13532 -1.21971 3.52641 0.382
H 2.59868 -0.63796 1.90246 0.036
H 3.57807 -2.08061 2.12459 0.248
H -2.01125 -2.22005 4.04998 0.385
H -2.50145 -3.16070 2.79045 0.253
H -2.13355 -1.41529 2.40329 0.062
C 2.22365 7.11616 -1.91246 -0.619
O 1.04282 6.54767 -2.50481 -0.361
C 0.65185 5.33302 -2.16485 0.738
O -0.35350 4.82007 -2.58218 -0.517
O 1.37325 4.83297 -1.17535 -0.383
C 0.96521 3.60772 -0.57836 -0.632
H 3.02455 6.39762 -2.09876 0.285
H 2.07840 7.21445 -0.83891 0.246
H 2.43512 8.03628 -2.44354 0.265
H 1.72165 3.47508 0.19445 0.177
H 0.96063 2.75361 -1.24514 0.437
H 0.02164 3.82985 -0.07586 0.157
```


Entry 2:
Below is a molecular structure, C33H57AlBeCl5N9O14PS in a non-equilibrium geometry, with properties calculated with wB97M-V/def2-TZVPD.

## Properties
Net charge: +3
Gap between HOMO and LUMO in eV: 1.06

XYZ file:
```
122
Properties=species:S:1:pos:R:3:mulliken_charge:R:1
C 0.58466 -2.69874 2.71562 0.452
C -0.36137 -2.17851 2.15813 -1.612
N -1.22715 -1.37208 1.46842 1.138
C -2.12987 -2.18178 0.56858 -0.510
O -3.42789 -2.30115 1.03479 -0.428
C -3.95969 -1.04249 1.43071 -0.144
C -5.50391 -1.04165 1.50414 -0.924
C -6.17047 -0.03324 0.51333 -0.752
C -7.30415 0.80204 1.22376 -0.389
C -8.41859 1.09194 0.13809 -1.086
C -9.08747 2.47629 0.39214 -0.564
C -10.22343 2.31177 1.43961 -0.598
O -9.64699 2.53811 2.79970 -0.159
C -10.44116 3.32151 3.51880 0.777
C -11.20647 2.75489 4.69251 -1.090
O -10.56710 4.54101 3.23306 -0.307
N -3.28309 -0.66550 2.69483 0.427
N -3.35268 -1.69284 3.67729 -0.674
C -1.91549 -0.46795 2.32163 -0.365
N -1.29985 0.57269 2.78036 0.292
C 0.11949 0.88165 2.38955 -0.956
C 0.29762 1.20913 0.88483 -0.225
C 1.80204 1.39588 0.49810 -0.829
C 2.37387 2.52826 1.38251 -0.677
S 3.90268 3.27090 0.67817 -0.211
C 3.92102 4.83475 1.53939 0.472
N 3.60688 4.78205 2.78645 0.034
N 3.65260 6.09511 3.19947 -0.499
C 3.98848 6.81780 2.21749 -0.039
O 4.18417 6.05993 1.08336 -0.247
P -2.22121 1.65526 3.93125 0.307
C -1.02855 2.16659 5.26748 -0.885
O -2.63935 3.06988 3.16619 -0.465
H 1.49659 -3.06684 3.17949 0.741
H -2.09380 -1.72810 -0.43996 0.296
H -1.74149 -3.20539 0.45676 0.353
H -3.63757 -0.28124 0.68430 0.595
H -5.79636 -0.80398 2.53664 0.479
H -5.82262 -2.06027 1.22668 0.324
H -5.46602 0.71288 0.10932 0.372
H -6.60579 -0.60121 -0.32113 0.443
H -6.91978 1.78077 1.54872 0.246
H -7.69374 0.19757 2.05560 0.413
H -7.98458 1.00533 -0.86727 0.528
H -9.14056 0.26449 0.24590 0.362
H -8.36115 3.22200 0.73310 0.327
H -9.50678 2.84652 -0.55673 0.357
H -10.60512 1.28017 1.43415 0.387
H -11.07176 2.98702 1.26225 0.392
H -10.51779 2.37383 5.46316 0.328
H -11.91502 1.97815 4.37146 0.338
H -11.79822 3.57449 5.12756 0.377
H -4.12136 -2.33452 3.49223 0.281
H -3.61063 -1.21540 4.54320 0.277
H 0.81013 0.10910 2.76188 0.010
H 0.36695 1.79781 2.94738 0.657
H -0.28539 2.12450 0.67133 0.303
H -0.09550 0.43554 0.20879 0.241
H 2.34694 0.44454 0.59232 0.317
H 1.80556 1.66100 -0.57244 0.424
H 2.56837 2.14860 2.39531 0.413
H 1.64180 3.35141 1.41531 0.386
H 4.08217 7.89897 2.25178 0.428
H -1.23068 1.62197 6.20074 0.348
H -1.18732 3.23578 5.48603 0.362
H 0.03251 2.03802 4.99489 0.257
H -2.10934 3.15318 2.35496 0.327
O 3.80259 4.55761 6.14464 -0.627
H 4.11155 5.20946 5.50495 0.331
H 2.85358 4.70496 6.18624 0.297
C 2.77841 -3.27933 -0.75811 0.120
Cl 1.94380 -3.61960 -2.27458 -0.093
Cl 4.22433 -2.34289 -1.09285 0.000
Cl 1.71457 -2.34323 0.32931 0.090
Cl 3.21901 -4.79593 0.03333 -0.120
Cl -8.42717 4.86629 2.90376 0.088
C 7.31208 -0.61535 1.21933 0.630
O 6.34446 -0.97606 1.88192 -0.650
N 7.43224 -0.90249 -0.10689 -0.103
N 8.33968 0.10043 1.75264 -0.386
H 8.20738 -0.62036 -0.67989 0.137
H 6.68996 -1.42973 -0.51875 -0.003
H 8.28255 0.32831 2.72828 0.227
H 9.13858 0.40355 1.22789 0.168
C -11.51753 7.14850 1.47914 0.874
O -12.55070 6.99621 2.11225 -0.334
O -10.66473 8.03774 1.69189 -0.244
O -11.14205 6.43065 0.52453 -0.286
O 1.44905 -3.01328 5.54801 -0.606
H 0.51433 -2.77874 5.52787 0.298
H 1.87979 -2.21613 5.88313 0.327
C 4.59288 -5.12388 -4.63554 -0.676
C 3.96353 -4.27338 -5.72694 -0.526
O 4.66158 -4.31421 -6.95459 -0.352
C 4.76681 -5.58773 -7.57681 -0.281
C 3.42631 -6.20392 -7.93587 -1.126
H 5.64664 -4.86818 -4.50922 0.281
H 4.07638 -4.96633 -3.68683 0.052
H 4.54073 -6.18797 -4.87085 0.315
H 3.97182 -3.22749 -5.41054 0.325
H 2.91156 -4.54550 -5.87644 0.399
H 5.35663 -6.26777 -6.95350 0.321
H 5.34017 -5.42968 -8.49083 0.338
H 2.84525 -6.45254 -7.04527 0.242
H 3.57262 -7.12211 -8.50482 0.408
H 2.83230 -5.50942 -8.53223 0.314
Be 3.73189 4.63999 -1.82995 0.160
Al -0.51178 -4.71340 3.41758 0.745
C 8.61852 -2.25070 -8.24338 -0.503
C 9.74578 -1.77701 -7.58339 -0.449
C 9.68759 -1.49043 -6.22935 -0.398
C 8.49617 -1.68654 -5.54941 0.051
C 7.36267 -2.15194 -6.19827 -0.263
C 7.42714 -2.43417 -7.55210 -0.390
N 8.43717 -1.40873 -4.11168 1.113
O 9.43785 -0.98743 -3.56903 -0.627
O 7.38441 -1.62042 -3.53246 -0.647
H 8.66918 -2.47915 -9.30054 0.396
H 10.67118 -1.63447 -8.12517 0.387
H 10.56770 -1.12263 -5.72099 0.445
H 6.43397 -2.30043 -5.66598 0.441
H 6.54944 -2.80122 -8.06710 0.416
```


| no. | molecular weight (Da) |
| --- | --- |
| 1 | 980.78 |
| 2 | 1080.17 |